Here is a structure of composition C32H43ClN6O4PRuSi at a distorted geometry from the Open Molecules 2025 dataset. Energies are from the ωB97M-V functional and the def2-TZVPD basis.

XYZ file:
```
89
C32H43ClN6O4PRuSi, DFT the ωB97M-V functional and the def2-TZVPD basis
Ru 1.11 0.80 -0.54
Cl 7.40 -2.36 -1.73
C 6.01 -1.32 -1.63
C 5.64 -0.55 -2.76
C 4.57 0.29 -2.71
C 3.75 0.39 -1.55
O 2.76 1.21 -1.61
C 4.14 -0.39 -0.42
C 3.51 -0.25 0.85
N 2.42 0.44 1.02
C 2.01 0.93 2.27
C 2.60 0.68 3.49
C 2.06 1.25 4.67
C 0.96 2.06 4.62
C 0.36 2.37 3.38
C -0.80 3.17 3.24
C -1.31 3.41 2.00
C -0.65 2.88 0.87
N 0.43 2.15 0.97
C 0.92 1.84 2.21
C 5.28 -1.23 -0.49
H 6.23 -0.63 -3.66
H 4.27 0.87 -3.58
H 4.02 -0.67 1.71
H 3.47 0.04 3.57
H 2.54 1.04 5.61
H 0.54 2.47 5.53
H -1.27 3.58 4.13
H -2.21 3.99 1.86
H -1.00 3.07 -0.14
H 5.58 -1.79 0.39
O 0.98 -2.30 -3.45
C 1.11 -1.58 -2.51
N 1.26 -0.92 -1.54
O -0.26 -0.32 0.71
P -1.27 -1.40 0.45
N -2.31 -1.17 -0.81
C -2.37 -2.07 -1.98
C -3.41 -1.39 -2.85
C -3.06 0.08 -2.71
C -2.54 0.23 -1.27
N -0.52 -2.84 0.19
C 0.82 -3.03 0.81
C 0.80 -4.46 1.38
C -0.67 -4.86 1.40
C -1.23 -4.12 0.19
N -2.18 -1.50 1.86
C -3.51 -2.13 1.82
C -4.48 -1.12 2.47
C -3.67 0.17 2.61
C -2.25 -0.36 2.78
H -2.67 -3.08 -1.69
H -1.41 -2.13 -2.49
H -4.41 -1.58 -2.44
H -3.39 -1.76 -3.87
H -3.91 0.73 -2.90
H -2.26 0.36 -3.40
H -3.26 0.72 -0.62
H -1.62 0.81 -1.27
H 0.99 -2.28 1.58
H 1.59 -2.90 0.05
H 1.26 -4.50 2.37
H 1.36 -5.13 0.73
H -1.15 -4.49 2.31
H -0.82 -5.94 1.34
H -2.31 -3.99 0.24
H -1.01 -4.67 -0.73
H -3.50 -3.07 2.38
H -3.79 -2.34 0.79
H -4.80 -1.47 3.45
H -5.38 -0.98 1.86
H -3.99 0.78 3.45
H -3.72 0.77 1.70
H -2.09 -0.71 3.81
H -1.47 0.36 2.55
C -1.32 4.14 -2.66
Si 0.34 3.23 -2.65
C 0.90 3.02 -4.42
C 1.58 4.28 -1.72
O 0.12 1.79 -1.92
H -1.34 4.91 -3.43
H -1.53 4.63 -1.71
H -2.13 3.44 -2.87
H 1.00 3.99 -4.92
H 0.17 2.43 -4.99
H 1.86 2.50 -4.46
H 1.86 5.18 -2.28
H 2.48 3.70 -1.54
H 1.18 4.60 -0.75
```

Properties
spin multiplicity: 2
E_LUMO (spin up / spin down): -0.88 / -0.90 eV
gap between HOMO and LUMO (spin up / spin down): 6.327 / 6.195 eV
relative energy (zero: lowest compared OMol25 entry of this formula, charge and spin): 0.328 eV

Here is a structure of composition C32H43GdN3O at a distorted geometry from the Open Molecules 2025 dataset. Energies are from the ωB97M-V functional and the def2-TZVPD basis.

XYZ file:
```
80
C32H43GdN3O, DFT the ωB97M-V functional and the def2-TZVPD basis
Gd 0.09 -0.52 0.53
N 1.17 -3.34 4.63
N -0.28 -2.28 -1.40
C 1.10 1.71 0.10
C 2.17 0.82 0.42
C 2.22 0.71 1.88
C 3.34 0.39 2.63
H 4.14 -0.19 2.19
H 2.93 -1.75 3.55
H 3.26 0.41 3.72
C 0.96 1.24 2.38
C 0.65 1.34 3.82
H 1.22 2.14 4.32
H 0.90 0.40 4.33
H -0.42 1.54 3.98
C 0.35 1.96 1.32
C -0.60 3.08 1.55
H -1.54 2.73 2.00
H -0.86 3.60 0.62
H -0.19 3.84 2.24
C 3.31 0.42 -0.44
H 4.15 1.11 -0.29
H 3.03 0.42 -1.50
H 3.66 -0.58 -0.16
C 1.02 2.53 -1.13
H 0.00 2.86 -1.35
H 1.38 1.98 -2.00
H 1.65 3.44 -1.05
C 0.22 -4.17 5.03
H 0.21 -4.41 6.09
C -0.75 -4.69 4.14
H -1.55 -5.23 4.57
C -0.72 -4.40 2.78
H -1.49 -4.73 2.08
C 0.35 -3.65 2.31
H 0.55 -3.46 1.23
C 1.33 -3.15 3.28
C 2.39 -2.35 2.84
H 2.64 -2.42 1.78
C -0.61 -1.11 -2.01
C 0.45 -3.03 -2.35
H 0.74 -4.07 -2.22
C 0.70 -2.28 -3.45
H 1.17 -2.50 -4.39
N 0.00 -1.07 -3.24
C 0.02 0.11 -3.98
C 1.12 0.51 -4.75
C 1.03 1.72 -5.47
H 1.87 2.02 -6.11
C -0.09 2.56 -5.38
C -0.24 3.80 -6.21
H -0.76 4.58 -5.63
H -0.84 3.63 -7.12
H 0.73 4.19 -6.52
C -1.09 2.22 -4.46
H -1.93 2.90 -4.28
C -1.05 1.00 -3.76
C -2.03 0.66 -2.72
H -1.90 -0.47 -2.38
H -3.05 0.86 -3.07
H -1.86 1.26 -1.81
C 2.44 -0.18 -4.76
H 2.41 -1.19 -5.19
H 2.92 -0.25 -3.77
H 3.12 0.41 -5.40
C -4.26 0.09 1.58
C -2.88 0.05 0.95
O -1.80 -0.32 1.87
C -2.09 -1.03 3.14
C -2.66 -0.12 4.20
H -5.01 0.26 0.80
H -4.35 0.93 2.27
H -4.51 -0.85 2.08
H -2.84 -0.67 0.13
H -2.62 1.05 0.56
H -2.73 -1.88 2.91
H -1.10 -1.40 3.45
H -3.65 0.23 3.95
H -2.74 -0.67 5.15
H -1.99 0.73 4.38
```

Properties
spin multiplicity: 8
total charge: -1
E_LUMO (spin up / spin down): 2.36 / 2.36 eV
gap between HOMO and LUMO (spin up / spin down): 4.289 / 4.488 eV
relative energy (zero: lowest compared OMol25 entry of this formula, charge and spin): 0.000 eV

Here is a structure of composition C32H43N8NaS2SbSe4 from the Open Molecules 2025 dataset. Energies are from the ωB97M-V functional and the def2-TZVPD basis.

XYZ file:
```
91
C32H43N8NaS2SbSe4, DFT the ωB97M-V functional and the def2-TZVPD basis
Na -0.47 0.18 0.59
C 1.63 -2.02 1.64
N 1.76 -0.85 0.78
C 2.66 0.11 1.42
C 2.32 -1.23 -0.52
C 1.39 -2.13 -1.30
C 1.57 -3.51 -1.24
C 0.71 -4.40 -1.86
C -0.37 -3.90 -2.58
C -0.55 -2.54 -2.68
C 0.33 -1.64 -2.06
H 2.60 -2.53 1.80
H 0.93 -2.73 1.21
H 1.25 -1.73 2.62
H 3.67 -0.30 1.55
H 2.28 0.38 2.40
H 2.72 1.02 0.82
H 3.28 -1.75 -0.39
H 2.49 -0.31 -1.08
H 2.40 -3.90 -0.66
H 0.88 -5.46 -1.78
H -1.06 -4.58 -3.08
H -1.38 -2.13 -3.26
S 0.59 2.43 -0.35
C 1.50 2.17 -1.80
N 2.41 3.14 -2.21
C 2.98 2.99 -3.53
C 3.41 1.53 -3.72
N 2.27 0.65 -3.61
C 1.75 0.16 -4.89
C 1.23 1.22 -5.84
C 1.84 1.42 -7.07
C 1.38 2.38 -7.96
C 0.29 3.17 -7.62
C -0.33 2.99 -6.39
C 0.13 2.02 -5.51
C 1.36 1.03 -2.57
S -0.07 0.06 -2.36
C 2.95 4.18 -1.35
C 2.50 5.58 -1.73
C 1.15 5.93 -1.64
C 0.73 7.21 -1.98
C 1.66 8.15 -2.43
C 3.00 7.81 -2.51
C 3.41 6.53 -2.17
H 3.84 3.65 -3.63
H 2.25 3.25 -4.30
H 4.14 1.28 -2.94
H 3.89 1.39 -4.69
H 0.97 -0.56 -4.66
H 2.58 -0.37 -5.37
H 2.70 0.81 -7.35
H 1.87 2.52 -8.91
H -0.08 3.91 -8.31
H -1.17 3.61 -6.11
H -0.35 1.89 -4.56
H 4.04 4.14 -1.41
H 2.64 3.95 -0.34
H 0.45 5.19 -1.28
H -0.31 7.47 -1.90
H 1.33 9.15 -2.70
H 3.72 8.54 -2.85
H 4.46 6.27 -2.23
N -1.80 -1.80 1.01
H -1.93 -1.75 2.03
H -1.43 -2.74 0.86
H -2.73 -1.79 0.61
Se -0.94 -2.24 4.55
Sb -0.54 0.13 4.79
Se 0.87 0.94 6.56
Se -2.77 1.42 4.46
Se -1.07 1.69 2.86
C -5.42 0.22 -3.20
C -5.93 1.57 -2.69
C -6.84 1.38 -1.47
C -4.78 2.54 -2.38
N -3.96 2.13 -1.27
C -2.98 1.21 -1.23
N -2.58 1.09 0.01
N -3.33 1.95 0.73
N -4.16 2.57 -0.02
H -6.25 -0.42 -3.49
H -4.86 -0.31 -2.42
H -4.77 0.34 -4.07
H -6.51 2.03 -3.49
H -6.30 0.91 -0.65
H -7.69 0.75 -1.73
H -7.21 2.34 -1.11
H -5.19 3.52 -2.12
H -4.14 2.65 -3.26
H -2.58 0.70 -2.08
```

Properties
total charge: -1
E_LUMO: 1.77 eV
gap between HOMO and LUMO: 5.769 eV